(1)
Computed, not measured: a molecular structure, C8H13N in a non-equilibrium geometry, with ωB97M-V/def2-TZVPD.

```
! wB97M-V def2-TZVPD RIJCOSX def2/J DEFGRID3
* xyz 0 1
C -0.7182 2.1247 -2.2174
C -0.9735 1.3776 -0.7182
C -0.1508 0.7131 0.0571
C 1.4542 0.3400 0.1785
C 1.4629 0.1908 1.7915
C 0.7772 -1.2012 1.1437
C -0.7858 -0.6553 0.7684
C -1.4482 -1.8186 -0.1493
H -1.3496 1.3093 -2.9836
H 0.3659 2.1587 -2.5866
H -1.1338 3.1802 -2.0887
H -2.0852 1.4894 -0.4829
H 2.2017 0.8229 -0.5756
H 2.5952 -0.0583 1.8800
H 1.3572 1.0725 2.5111
H 0.6110 -2.2135 1.8383
H 2.4764 -1.1914 0.6375
H -1.3458 -0.4662 1.8313
H -1.6202 -2.6198 0.6744
H -2.4123 -1.3019 -0.5639
H -0.7676 -2.2567 -0.8874
N 1.4893 -0.9964 -0.0580
*
```

molecular weight	123.2	g/mol
energy above the lowest of the compared OMol25 structures with the same formula, charge and spin	179.4	kcal/mol
Kohn-Sham gap	9.61	eV
HOMO energy	-0.318	Ha


(2)
Computed, not measured: 10 unconnected molecules or ions with the total composition C54H49N3O28 in a non-equilibrium geometry, with ωB97M-V/def2-TZVPD.

```
! wB97M-V def2-TZVPD RIJCOSX def2/J DEFGRID3
* xyz 0 1
O -3.9677 3.8087 6.1800
C -3.1489 4.2590 5.4023
C -2.5934 3.4967 4.2728
C -1.5046 3.9491 3.6419
O -0.8613 3.4052 2.6278
C -0.8302 5.2467 4.1037
O 0.2372 5.5477 3.5594
C -1.4318 5.9892 5.1144
C -2.5541 5.5912 5.7454
O -3.1097 6.2722 6.7119
H -3.1433 2.5819 4.0461
H -0.0304 3.9371 2.4997
H -1.0498 6.9945 5.3663
H -3.8855 5.8510 7.1509
O 6.3069 5.2742 -0.8195
C 5.2844 5.0540 -0.1912
C 4.9160 5.5590 1.1687
C 3.7444 5.1606 1.6954
O 3.3154 5.4794 2.9617
C 2.8742 4.1224 1.0708
O 1.9122 3.7742 1.7164
C 3.1546 3.5803 -0.2152
C 4.3054 4.0204 -0.8456
O 4.6807 3.7204 -2.0488
H 5.5887 6.2622 1.6598
H 2.4722 4.9586 3.1571
H 2.5243 2.8363 -0.6112
H 5.5147 4.1372 -2.2679
O 0.7072 -7.7487 -2.5747
C 1.6952 -7.4261 -1.8962
C 1.7722 -7.6214 -0.4961
C 2.8293 -7.1662 0.1610
O 2.9288 -7.2715 1.4479
C 3.9541 -6.3235 -0.4671
O 4.7843 -5.8404 0.2366
C 3.7685 -6.1036 -1.8978
C 2.8055 -6.6219 -2.6295
O 2.5362 -6.4381 -3.9590
H 0.8841 -7.9759 -0.0089
H 3.7063 -6.8195 1.8045
H 4.5117 -5.4588 -2.3514
H 1.7081 -6.9156 -4.1788
O 1.3268 -4.0098 -1.8151
C 1.5300 -3.3809 -2.8550
C 2.6222 -2.4743 -3.1069
C 2.6104 -1.7515 -4.2948
O 3.4561 -0.8539 -4.6887
C 1.5315 -2.0602 -5.3316
O 1.5756 -1.3600 -6.3436
C 0.4709 -3.0624 -5.0533
C 0.4776 -3.6741 -3.8851
O -0.5536 -4.4062 -3.4732
H 3.3845 -2.2766 -2.3827
H 3.0714 -0.5138 -5.5449
H -0.3147 -2.9923 -5.7586
H -0.3398 -4.8309 -2.6238
O -6.5581 -7.0282 -1.0679
C -5.3904 -6.7244 -1.2174
C -4.5564 -7.1362 -2.3267
C -3.2181 -7.0658 -2.1531
O -2.3018 -7.7053 -2.9441
C -2.6615 -6.0711 -1.1771
O -1.4825 -5.8562 -1.1737
C -3.5400 -5.4694 -0.2061
C -4.7842 -5.9055 -0.0720
O -5.6923 -5.4686 0.8497
H -5.0564 -7.7941 -3.0331
H -1.4214 -7.3092 -2.7872
H -3.0721 -4.6701 0.3728
H -6.5233 -5.9531 0.6607
O -4.4672 6.2836 2.3472
C -4.3672 5.1625 1.8921
C -5.2631 4.0598 2.1028
C -4.9937 2.8383 1.4951
O -5.6496 1.7565 1.7052
C -3.7864 2.7025 0.6059
O -3.6653 1.5782 0.0571
C -2.8712 3.7901 0.4345
C -3.0996 4.9796 1.0229
O -2.4078 6.0715 0.9177
H -6.0639 4.1636 2.8711
H -5.3506 1.1304 1.0363
H -2.2356 3.6632 -0.4040
H -3.0014 6.7119 1.3832
O -1.1078 -2.6683 -1.1603
C -0.6081 -2.0430 -0.2234
C -0.3800 -0.6104 -0.2249
C 0.1341 -0.0688 0.8432
O 0.4659 1.2158 0.8676
C 0.3516 -0.7708 2.1449
O 0.7886 -0.2085 3.1071
C 0.2250 -2.2171 2.0703
C -0.1606 -2.8487 0.9740
O -0.2691 -4.1731 0.8798
H -0.3509 -0.1595 -1.2324
H 0.7160 1.4074 1.7970
H 0.3928 -2.7552 2.9892
H -0.5868 -4.4098 0.0084
C 4.5989 -2.1735 0.3721
C 3.7430 -1.6454 1.4390
C 3.9650 -2.2903 2.8171
C 3.4462 -3.6125 2.8034
N 2.8788 -4.5983 2.9479
H 5.6097 -1.8510 0.5056
H 4.1771 -1.7916 -0.5635
H 4.6146 -3.2916 0.3642
H 2.7324 -1.8473 1.3130
H 3.9575 -0.6107 1.6203
H 3.6914 -1.7316 3.6779
H 5.0299 -2.5557 2.8544
C 3.2751 7.7841 -1.5836
C 3.2548 8.2336 -0.1431
C 1.8630 7.9400 0.5149
C 0.7891 8.4486 -0.3820
N -0.0453 8.6795 -1.0871
H 4.2425 7.7117 -1.9477
H 2.6734 8.4365 -2.2463
H 2.6826 6.8409 -1.7330
H 3.4453 9.3503 -0.1284
H 3.9785 7.7713 0.4912
H 1.8396 8.4175 1.5321
H 1.5857 6.8125 0.6146
C -4.6293 0.0584 -3.1907
C -4.2207 -1.3444 -2.9350
C -3.8527 -1.5685 -1.4925
C -4.8713 -0.9751 -0.5910
N -5.6223 -0.5451 0.1635
H -4.8277 0.1902 -4.2237
H -3.8166 0.7185 -2.8445
H -5.4718 0.4080 -2.5673
H -3.2971 -1.5178 -3.4862
H -4.9714 -2.1283 -3.3232
H -2.9862 -1.0083 -1.2556
H -3.7522 -2.6303 -1.2253
*
```

molecular weight	1188.0	g/mol
SMILES string	O=C1C=C(O)C(=O)C=C1O.O=C1C=C(O)C(=O)C=C1O.O=C1C=C(O)C(=O)C=C1O.O=C1C=C(O)C(=O)C=C1O.O=C1C=C(O)C(=O)C=C1O.O=C1C=C(O)C(=O)C=C1O.O=C1C=C(O)C(=O)C=C1O.CCCC#N.CCCC#N.CCCC#N
Kohn-Sham gap	7.32	eV
HOMO energy	-0.338	Ha


(3)
Computed, not measured: a molecular structure, C24H36N2SiTm in a non-equilibrium geometry, with ωB97M-V/def2-TZVPD.

```
! wB97M-V def2-TZVPD RIJCOSX def2/J DEFGRID3
* xyz 1 3
C 1.0482 1.6604 0.8028
C 1.5171 1.4284 -0.5368
C 0.3659 1.5548 -1.3995
H 2.5635 1.3115 -0.8663
C -0.8039 1.7838 -0.5991
C -0.3722 1.8934 0.7518
H -0.9821 2.2558 1.5676
H 1.7038 1.8572 1.6494
H 0.3869 1.5858 -2.4882
H -1.8251 1.8816 -0.9889
Tm 0.1132 -0.3786 -0.0661
C -1.7459 -1.8369 -2.5193
H -2.0363 -0.8024 -2.7586
H -2.4903 -2.3145 -1.8966
H -0.7934 -1.8284 -1.9358
Si 0.0276 -0.5569 -4.5007
C 1.4356 -1.1240 -5.6345
C 2.4397 -0.1407 -5.7842
H 2.3955 0.7663 -5.1692
C 3.5048 -0.3534 -6.6541
H 4.2355 0.4390 -6.7952
C 3.6473 -1.5733 -7.3203
H 4.4908 -1.7286 -8.0011
C 2.7153 -2.5914 -7.0941
H 2.8580 -3.5463 -7.5842
C 1.6246 -2.3940 -6.2313
H 0.9463 -3.2068 -5.9743
C -1.3434 0.0845 -5.6794
C -1.0827 0.3865 -7.0363
H -0.2053 -0.0304 -7.5374
C -1.9378 1.2397 -7.7453
H -1.6742 1.5854 -8.7447
C -3.1260 1.7154 -7.1686
H -3.7595 2.4503 -7.6814
C -3.4911 1.2213 -5.9154
H -4.4380 1.5419 -5.4690
C -2.6623 0.3432 -5.2212
H -3.0544 -0.1474 -4.3285
H 0.5815 0.6331 -3.7928
H -1.4953 -2.4024 -3.4299
C 2.0355 -2.2197 -0.0454
N 0.6615 -2.6328 -0.4016
C 0.7081 -3.6602 -1.4640
C -0.2058 -3.1502 0.7453
C 0.2033 -2.6155 2.1033
N 0.2852 -1.1257 2.2045
C -0.9990 -0.5800 2.6797
C 1.3795 -0.7835 3.1316
H 2.5332 -2.9818 0.5819
H 2.0852 -1.2322 0.5104
H 2.5859 -2.0892 -0.9860
H 1.3495 -4.5165 -1.1793
H -0.2951 -4.0616 -1.6444
H 1.0923 -3.2167 -2.3928
H -1.2469 -2.8820 0.4791
H -0.1540 -4.2537 0.7482
H -0.5253 -2.9494 2.8479
H 1.1666 -3.0356 2.3992
H -1.4011 -1.2255 3.4672
H -0.8885 0.4168 3.1097
H -1.7359 -0.5460 1.8575
H 1.1954 -1.2273 4.1161
H 2.3282 -1.1920 2.7665
H 1.4849 0.2950 3.2659
*
```

molecular weight	549.6	g/mol
energy above the lowest of the compared OMol25 structures with the same formula, charge and spin	26.7	kcal/mol
<S²>	2.020
Kohn-Sham gap (spin up / spin down)	7.07 / 5.97	eV
HOMO energy (spin up / spin down)	-0.352 / -0.339	Ha


(4)
Computed, not measured: 2 unconnected molecules or ions with the total composition C3H11NO2S in a non-equilibrium geometry, with ωB97M-V/def2-TZVPD.

```
! wB97M-V def2-TZVPD RIJCOSX def2/J DEFGRID3
* xyz 0 1
O 3.3754 1.3773 0.6131
C 2.3331 0.4331 0.6471
N 1.1036 0.9771 1.1925
C -0.1303 0.5854 0.4766
C -0.4940 -0.8581 0.8028
S -2.2388 -1.2796 0.4722
H 3.3535 1.9186 1.4082
H 2.1641 0.1105 -0.3830
H 2.6355 -0.4346 1.2397
H 1.1062 1.9896 1.2498
H -0.8882 1.2247 0.9136
H -0.0297 0.6908 -0.6075
H 0.1121 -1.5368 0.1924
H -0.3358 -1.1388 1.8429
H -2.7233 -0.1093 0.0577
O -3.1258 -1.1205 -3.7462
H -2.5335 -1.8190 -3.4093
H -3.6841 -1.0104 -2.9627
*
```

molecular weight	125.2	g/mol
SMILES string	OCNCCS.O
energy above the lowest of the compared OMol25 structures with the same formula, charge and spin	15.3	kcal/mol
Kohn-Sham gap	9.91	eV
HOMO energy	-0.341	Ha


(5)
Computed, not measured: a molecular structure, C13H20N2O5PtS, with ωB97M-V/def2-TZVPD.

```
! wB97M-V def2-TZVPD RIJCOSX def2/J DEFGRID3
* xyz 2 5
Pt -1.2795 0.9889 0.2035
O -1.2029 4.6698 -2.0489
C -0.8251 3.6251 -1.4080
O -1.6024 2.9530 -0.7342
C 0.6560 3.3498 -1.5552
C 1.2333 3.0533 -0.1397
C 2.7533 3.0638 -0.1829
C 3.0544 1.7527 -0.9520
C 1.6501 1.1915 -1.1833
O 0.9314 1.6404 -0.0090
C 0.9601 2.0133 -2.2955
C -0.3309 1.2334 -2.7495
O -0.5675 1.5996 -3.9280
O -0.9217 0.4242 -2.0469
H 1.1535 4.1931 -2.0323
H 0.7613 3.6069 0.6679
H 3.1519 3.0309 0.8282
H 3.1429 3.9561 -0.6689
H 3.6391 1.0605 -0.3506
H 3.5857 1.9104 -1.8887
H 1.5649 0.1142 -1.2827
H 1.5954 2.1695 -3.1634
C -3.5421 -3.3254 -0.3677
C -2.3309 -2.6017 -0.9288
N -1.1262 -2.8186 -0.1058
C -0.7729 -2.1465 0.9706
S -1.7351 -0.7452 1.4913
N 0.2539 -2.5168 1.7127
C 0.6792 -1.9181 2.9925
C -0.0523 -2.5216 4.1780
H -4.3989 -3.1653 -1.0201
H -3.7986 -2.9543 0.6248
H -3.3655 -4.3988 -0.3053
H -2.5006 -1.5294 -1.0055
H -2.0821 -2.9600 -1.9264
H -0.6107 -3.6666 -0.3093
H 0.7032 -3.3928 1.4740
H 0.5209 -0.8430 2.9276
H 1.7527 -2.0874 3.0629
H -1.1248 -2.3353 4.1168
H 0.3152 -2.0762 5.1011
H 0.1125 -3.5971 4.2367
*
```

molecular weight	511.5	g/mol
<S²>	6.018
Kohn-Sham gap (spin up / spin down)	10.22 / 5.84	eV
HOMO energy (spin up / spin down)	-0.593 / -0.594	Ha


(6)
Computed, not measured: C5H6O2 in the gas phase, with ωB97M-V/def2-TZVPD.

```
! wB97M-V def2-TZVPD RIJCOSX def2/J DEFGRID3
* xyz 0 1
C -1.6979 1.7236 0.1736
C -1.3947 0.8478 -0.5940
O -1.1625 -0.0868 -1.4745
C -0.0132 -0.8668 -1.4148
C 0.9482 -0.8946 -0.4984
C 1.0885 -0.1133 0.7927
O 0.2106 -0.5544 1.8100
H -1.9384 2.5360 0.8215
H -0.0181 -1.5156 -2.2823
H 1.7149 -1.6366 -0.7076
H 0.9727 0.9608 0.6080
H 2.0981 -0.2701 1.1808
H -0.6705 -0.2255 1.5834
*
```

molecular weight	98.1	g/mol
SMILES string	C#CO/C=C\CO
energy above the lowest of the compared OMol25 structures with the same formula, charge and spin	84.9	kcal/mol
Kohn-Sham gap	10.21	eV
HOMO energy	-0.345	Ha


(7)
Computed, not measured: C4H11NS in the gas phase in a non-equilibrium geometry, with ωB97M-V/def2-TZVPD.

```
! wB97M-V def2-TZVPD RIJCOSX def2/J DEFGRID3
* xyz 0 1
N 1.8179 -0.6141 -1.6783
C 1.4943 0.0217 -0.3748
C 0.1546 0.8620 -0.5260
C -1.1144 0.0563 -0.0948
C -1.2533 0.3552 1.4327
S -1.7599 -1.2672 2.4304
H 1.9150 -1.6671 -1.5674
H 2.7027 -0.2624 -2.1461
H 1.3008 -0.5861 0.4409
H 2.2549 0.7978 -0.2252
H 0.2295 1.8376 -0.0790
H 0.0007 0.9661 -1.5769
H -0.8196 -1.0406 -0.1196
H -1.9454 0.4266 -0.7032
H -2.3253 0.9192 1.4533
H -0.7513 1.0992 1.9937
H -1.9013 -1.9042 1.3404
*
```

molecular weight	105.2	g/mol
SMILES string	NCCCCS
energy above the lowest of the compared OMol25 structures with the same formula, charge and spin	49.6	kcal/mol
Kohn-Sham gap	9.84	eV
HOMO energy	-0.325	Ha


(8)
Computed, not measured: 14 unconnected molecules or ions with the total composition C6H38NO14 in a non-equilibrium geometry, with ωB97M-V/def2-TZVPD.

```
! wB97M-V def2-TZVPD RIJCOSX def2/J DEFGRID3
* xyz 1 1
C 0.1970 1.8416 -2.0591
O 0.5771 1.5697 -3.4251
C 1.1896 1.2383 -1.0564
C 1.5231 -0.2340 -1.3410
C 0.3430 -1.1360 -1.1565
C 0.4801 -2.3503 -0.6369
N -0.6647 -3.1824 -0.5434
C -0.6626 -4.3508 -0.0525
H 0.1826 2.9281 -1.9211
H -0.8213 1.4491 -2.0087
H 1.4072 2.0206 -3.6206
H 0.7646 1.3281 -0.0532
H 2.1047 1.8181 -1.1103
H 1.8644 -0.3245 -2.3826
H 2.3292 -0.5706 -0.6923
H -0.6067 -0.7271 -1.5032
H 1.3936 -2.7946 -0.2753
H -1.5838 -2.7683 -0.8760
H -1.5717 -4.9327 -0.0069
H 0.2714 -4.8135 0.3018
H -0.2407 -2.4870 -3.4975
H -0.3031 -3.9854 -3.8166
O -0.4784 -3.3583 -3.1058
H 0.8244 -1.0534 2.1374
H 0.7353 -2.5713 2.2404
O 0.2047 -1.8054 2.0071
H 2.1410 0.1329 3.6533
H 0.9882 0.8120 2.8525
O 1.8350 0.2698 2.7447
H 3.5135 -3.1562 2.1876
H 2.9038 -1.7510 1.8403
O 2.7604 -2.6982 1.8000
H 0.2715 -0.0236 -3.9007
H -0.3034 -0.7599 -5.1087
O 0.1401 -0.9253 -4.2687
H 2.6684 1.6202 2.0008
H 3.9648 2.1030 1.2009
O 3.1865 2.3918 1.6864
H -3.6217 -1.9329 -1.7797
H -3.1265 -1.0392 -0.5387
O -2.8759 -1.7309 -1.2006
H -3.3201 3.2421 -0.5654
H -2.0617 2.8931 0.2765
O -2.7103 2.5051 -0.3877
H -2.5604 -0.2550 1.9480
H -1.3604 -1.0780 2.4439
O -1.9955 -0.3942 2.7402
H -0.8290 2.8513 2.0335
H -0.0960 3.8160 1.0392
O -0.9956 3.5570 1.3722
H 1.7067 5.0833 0.9526
H 2.1050 3.5591 0.9707
O 1.4750 4.2196 0.5949
H -3.2281 1.0795 0.2450
H -4.4412 0.3531 0.8913
O -3.5302 0.1982 0.6133
H -1.0812 0.8308 2.9765
H -0.5655 1.8921 4.0192
O -0.4159 1.5865 3.1212
*
```

molecular weight	348.4	g/mol
energy above the lowest of the compared OMol25 structures with the same formula, charge and spin	33.1	kcal/mol
Kohn-Sham gap	9.12	eV
HOMO energy	-0.449	Ha